207
Properties=species:S:1:pos:R:3:forces:R:3:mulliken_charge:R:1 method="wB97M-V/def2-TZVPD" relative_energy_kcal_mol=0.00 e_tot_ev=-106790.68782 multiplicity=1 molar_mass_g_mol=1155.6 e_homo_ev=-8.24 charge=0 max_force_ev_per_a=2.9 lumo_ev=0.2
C -1.456519 2.287306 7.284356 0.4 0.3 -0.3 -0.8840
O -2.341148 1.946367 6.240495 -0.5 -0.4 0.7 -0.2304
C -3.105312 3.022114 5.729019 0.6 -0.3 -1.5 -0.6599
C -4.188673 2.465571 4.783450 0.0 0.0 1.1 -0.6915
N -3.717272 1.341715 4.010084 0.3 -0.2 -0.5 0.2168
C -4.752350 0.416881 3.575844 -0.1 -0.1 0.2 -0.9410
C -4.228282 -0.893393 3.015088 -0.1 0.6 -0.1 -0.4453
O -3.477683 -1.605505 3.977646 0.3 0.2 -0.7 -0.3815
C -2.910411 -2.768943 3.415702 -0.2 -0.8 0.3 -0.7415
H -0.578802 2.798726 6.875585 0.0 0.2 0.0 0.3355
H -1.082938 1.388192 7.771589 -0.3 -0.2 -0.1 0.2335
H -1.916457 2.930459 8.038383 -0.1 0.0 0.0 0.3332
H -2.444638 3.614276 5.085556 0.1 0.4 0.3 0.3104
H -3.562341 3.637142 6.505219 0.1 0.0 0.1 0.4398
H -4.506332 3.289747 4.141861 -0.2 0.0 0.0 0.2551
H -5.022539 2.192647 5.445784 -0.3 -0.2 -0.2 0.3924
H -2.993079 0.859486 4.526605 -0.2 -0.1 0.1 0.0290
H -5.327294 0.844763 2.750150 -0.1 0.2 0.1 0.3456
H -5.451332 0.204086 4.394963 -0.1 -0.1 0.1 0.4739
H -3.654430 -0.652810 2.111077 0.4 -0.2 0.1 0.1740
H -5.070373 -1.504901 2.673154 -0.1 0.0 0.1 0.5869
H -3.580366 -3.272504 2.710703 -0.3 0.1 0.1 0.4525
H -2.749946 -3.439455 4.259412 0.2 -0.1 -0.1 0.2310
H -1.974091 -2.657002 2.859507 0.1 0.6 0.2 0.1825
C 4.060310 2.501836 -1.005286 -0.5 0.8 0.0 -0.4287
O 5.288355 1.967301 -1.417192 0.7 -1.1 -0.3 -0.4698
C 6.338546 2.099819 -0.471543 -0.5 1.3 0.3 -0.5404
C 6.102916 1.337374 0.825761 -1.0 0.8 1.2 -0.0211
N 7.041353 1.696135 1.874641 1.3 -0.8 -2.5 0.1421
C 8.379176 1.136337 1.644309 -0.1 0.7 2.1 -0.4833
C 9.449155 2.155996 1.256720 0.4 0.2 -0.7 -0.8807
O 9.702112 2.337513 -0.130184 0.0 -0.4 -0.1 -0.3342
C 10.213750 1.235228 -0.873046 -0.9 1.0 -0.3 -0.7234
H 3.549975 1.957163 -0.208847 0.1 -0.1 0.0 0.0765
H 3.397372 2.572751 -1.868894 0.1 -0.4 -0.1 0.2787
H 4.144390 3.551271 -0.692446 0.3 -0.1 0.3 0.3314
H 6.438093 3.181597 -0.320170 0.1 0.0 0.7 0.4409
H 7.321568 1.825542 -0.857449 -0.3 -0.4 -0.6 0.0779
H 6.058251 0.276491 0.541596 0.2 -0.2 0.4 0.1569
H 5.158835 1.574445 1.328037 -0.4 0.1 -0.8 0.0460
H 6.719615 1.825480 2.812720 -0.2 -0.5 0.0 0.1425
H 8.406249 0.246634 1.011201 -0.3 0.2 -0.3 0.3625
H 8.660340 0.756009 2.634536 0.5 -0.1 -0.1 0.3656
H 10.388121 1.920062 1.772902 0.1 -0.1 -0.1 0.3776
H 9.167474 3.172992 1.528076 -0.3 -0.2 0.5 0.3173
H 9.436526 0.487973 -1.057466 0.2 -0.4 0.4 0.2842
H 11.130004 0.828962 -0.445015 0.0 -0.1 0.0 0.3282
H 10.364598 1.685084 -1.854446 0.6 -0.2 0.0 0.2471
C 1.788153 -8.563457 5.784018 0.5 0.2 0.7 -0.9306
O 2.354721 -7.783532 4.762519 0.0 0.1 -0.6 -0.2252
C 1.975029 -8.281518 3.487832 -1.3 -0.1 0.0 -0.7160
C 2.437518 -7.398560 2.354952 0.3 0.6 0.2 -0.6676
N 1.864801 -6.047836 2.369887 -0.6 -0.5 0.4 -0.2406
C 2.298246 -5.261539 1.243891 1.0 0.3 -0.1 -0.8041
C 1.737012 -3.859724 1.247949 -1.2 0.3 -0.4 0.3748
O 2.046252 -3.218502 0.022972 0.4 -0.2 -0.1 -0.5142
C 1.588680 -1.887613 -0.074975 0.0 0.3 0.6 -0.1181
H 2.271544 -9.545116 5.778063 -0.3 -0.2 0.1 0.3532
H 0.696138 -8.637516 5.761870 0.0 -0.1 -0.5 0.3747
H 2.008176 -8.072134 6.733946 0.2 0.0 -0.1 0.2508
H 0.879504 -8.362707 3.490380 -0.1 0.4 -0.2 0.3626
H 2.248325 -9.333723 3.342284 0.7 0.1 0.1 0.4719
H 2.159193 -7.853348 1.403034 -0.1 -0.2 0.1 0.4331
H 3.535170 -7.349457 2.365007 0.2 -0.1 0.0 0.3129
H 2.073693 -5.565867 3.236718 0.1 -0.1 0.0 -0.0503
H 2.006537 -5.767434 0.320990 0.0 0.1 0.0 0.4693
H 3.397268 -5.169128 1.237856 0.1 -0.1 -0.2 0.2819
H 2.058847 -3.255978 2.102260 0.2 -0.1 0.1 -0.2384
H 0.645538 -3.956489 1.322653 -0.1 0.1 0.2 0.3178
H 1.955626 -1.272838 0.753643 0.1 0.0 0.1 -0.3185
H 0.500689 -1.789727 -0.025525 -0.1 -0.2 -0.2 0.1767
H 1.977774 -1.428159 -0.980527 -0.1 -0.3 -0.2 0.4298
C -5.647567 2.322088 -4.536976 1.4 0.3 1.2 -0.6001
O -4.242611 2.384666 -4.836983 0.2 0.6 -1.6 -0.0405
C -3.984902 2.979690 -6.140118 -0.2 -1.4 0.2 -1.0606
C -2.497228 2.998843 -6.429302 -0.7 0.0 1.4 -0.2898
N -2.031543 1.629702 -6.605714 0.4 0.7 -1.1 -0.0833
C -0.774451 1.557307 -7.355188 0.1 -1.4 0.7 -0.3003
C -0.466305 0.082310 -7.641733 0.9 -0.1 -0.4 -0.7851
O -0.040239 -0.672429 -6.515221 0.5 0.0 0.1 -0.4138
C -1.050982 -1.323478 -5.766427 0.2 0.9 -0.5 -0.3105
H -6.262209 2.923550 -5.204999 0.0 0.0 0.0 0.4101
H -5.565065 2.748029 -3.532945 -1.3 0.0 0.1 0.1824
H -6.014375 1.298782 -4.442343 0.1 -0.1 -0.3 -0.0581
H -4.462106 3.954679 -6.255953 0.0 0.2 0.3 0.5193
H -4.409200 2.279909 -6.865975 -0.2 0.2 -0.3 0.3545
H -2.017555 3.475369 -5.564213 0.2 0.3 -0.2 0.0521
H -2.335214 3.626069 -7.304910 0.2 -0.2 -0.1 0.5865
H -1.905616 1.189134 -5.705822 -0.1 0.1 0.0 -0.0659
H 0.089128 1.945828 -6.800277 0.0 0.1 0.1 0.0863
H -0.789844 2.110025 -8.294632 -0.5 0.0 0.0 0.4510
H 0.394804 0.044594 -8.314383 0.1 0.1 0.0 0.3829
H -1.255766 -0.466957 -8.162636 -0.4 0.3 0.1 0.3936
H -1.752614 -1.767835 -6.478464 -0.3 -0.1 0.4 0.3267
H -1.505881 -0.549863 -5.142015 -0.5 -0.5 0.2 -0.1018
H -0.595276 -2.079804 -5.129923 0.1 0.0 -0.1 0.3246
C 2.783959 -0.019943 3.282414 -0.4 -1.0 -0.2 0.2326
O 1.633682 0.742948 2.956393 0.1 -0.5 0.5 -0.3923
C 0.423875 -0.023543 3.028880 -0.3 0.3 -0.9 0.3294
C -0.683263 0.795607 2.342161 1.1 -0.3 1.1 0.3182
N -0.560846 0.835825 0.877658 -1.4 0.5 0.6 0.4852
C -1.808826 1.453873 0.357102 0.5 0.9 -1.0 -0.9820
C -1.741754 1.501766 -1.162331 -0.5 -1.2 -0.6 -0.3613
O -0.700290 2.260526 -1.736258 -0.2 0.8 0.4 0.1518
C -0.712447 2.179728 -3.138774 0.6 -0.2 -1.0 -0.4902
H 3.713942 0.540451 3.341730 -0.3 0.5 -0.2 -0.0956
H 2.874616 -0.792859 2.512383 0.4 -0.1 0.1 -0.1848
H 2.648188 -0.550285 4.230309 -0.1 0.1 0.1 0.1473
H 0.177915 -0.313924 4.054565 0.1 0.6 0.2 0.0147
H 0.481793 -0.987780 2.509659 0.5 0.1 -0.3 -0.1375
H -0.598435 1.820080 2.721544 -0.4 0.0 0.3 0.4881
H -1.600478 0.346693 2.730016 -0.3 0.2 -0.6 -1.0687
H 0.100120 1.590303 0.702598 0.5 -0.4 -0.2 -0.2311
H -1.985902 2.480860 0.705294 0.4 0.1 0.3 0.3862
H -2.741355 0.965021 0.643209 0.3 -0.6 0.0 0.1042
H -2.690785 1.837384 -1.595973 -0.2 0.0 0.2 0.3825
H -1.587954 0.471865 -1.510013 -0.2 -0.2 0.1 0.2133
H -1.674441 2.124398 -3.661828 -0.5 0.1 0.8 -0.0939
H -0.165680 1.298365 -3.492754 0.2 -0.1 0.2 0.5110
H -0.234831 3.054242 -3.581378 0.2 0.1 0.3 0.1426
C 6.213560 -1.347221 3.624481 0.6 -0.4 0.4 -0.7241
O 5.359489 -2.205219 4.379945 0.0 0.7 -0.4 -0.2661
C 4.824540 -3.261081 3.600302 0.5 -1.0 0.2 -0.4755
C 4.124171 -4.233514 4.556567 0.5 -0.1 0.9 -1.0315
N 2.802791 -3.737242 4.870744 -0.3 0.0 -0.3 0.3355
C 1.928886 -4.490823 5.760493 0.1 0.2 0.5 -0.4219
C 0.546154 -3.895769 5.682418 -0.1 -0.4 -1.0 -0.4465
O 0.548119 -2.586165 6.202505 0.1 0.2 0.4 -0.3703
C -0.723318 -1.996778 6.110399 -0.8 0.7 0.5 -0.2236
H 6.485786 -0.511000 4.265241 -0.3 0.3 -0.2 0.2098
H 5.808874 -1.013505 2.668580 -0.4 0.1 0.1 0.2405
H 7.171725 -1.834051 3.414050 -0.1 -0.3 -0.1 0.4130
H 5.671166 -3.734027 3.090148 -0.1 -0.3 0.0 0.5402
H 4.151087 -2.895792 2.820281 -0.2 0.1 0.1 0.0840
H 4.733685 -4.324045 5.470534 0.3 0.4 0.0 0.4612
H 4.120948 -5.288420 4.267827 -0.4 0.2 -0.8 0.4587
H 2.905978 -2.791240 5.215980 -0.2 0.0 0.0 -0.0265
H 2.221258 -4.488947 6.820042 0.3 0.2 0.1 0.4761
H 1.893461 -5.551021 5.504969 0.0 0.1 -0.4 -0.1009
H -0.193979 -4.558277 6.145452 0.0 0.2 0.5 0.5378
H 0.284657 -3.877315 4.616074 -0.1 0.2 -0.1 0.1558
H -1.478989 -2.635016 6.578368 -0.2 -0.4 -0.6 0.4270
H -0.971056 -1.641430 5.107374 -0.2 -0.7 -0.2 -0.0881
H -0.868728 -1.081271 6.693403 1.0 0.0 0.3 0.0124
C -8.753179 -6.720945 -6.801594 0.8 0.4 -0.1 -0.7278
O -7.918210 -5.568669 -6.737790 -0.1 -0.3 0.2 -0.3223
C -8.647198 -4.393514 -6.468608 -0.5 0.3 -0.5 -0.6067
C -7.669146 -3.268631 -6.180897 0.9 -0.8 0.8 -0.5939
N -7.025445 -3.445664 -4.849547 -1.3 0.4 -0.7 -0.4070
C -5.945779 -2.475832 -4.675918 0.4 -1.5 0.5 -0.2769
C -5.684317 -2.231825 -3.186568 -0.2 1.1 0.0 -0.7446
O -4.779507 -1.137584 -3.095050 -0.2 0.1 0.4 -0.1499
C -3.418924 -1.445646 -2.939158 0.3 0.7 -0.6 0.0640
H -8.079142 -7.497463 -7.155654 -0.3 -0.3 0.0 0.2494
H -9.584104 -6.573979 -7.495237 0.0 0.0 -0.1 0.3026
H -9.153804 -6.986551 -5.820504 0.0 0.0 0.1 0.3003
H -9.388086 -4.619635 -5.692289 0.3 0.4 0.4 0.3756
H -9.243364 -4.124752 -7.353150 0.1 0.0 -0.1 0.3772
H -8.094935 -2.273007 -6.286989 -0.1 -0.1 0.0 0.3881
H -6.820624 -3.411560 -6.862874 -0.5 0.4 -0.8 0.3467
H -6.707427 -4.404238 -4.942116 0.5 0.1 0.6 0.2903
H -6.182986 -1.528937 -5.158921 -0.3 0.1 0.3 0.2185
H -5.041254 -2.830189 -5.187394 0.2 0.1 0.1 0.2999
H -5.392326 -3.048575 -2.519967 0.4 -0.5 -0.7 0.2987
H -6.620910 -1.908877 -2.724392 -0.1 0.2 -0.2 0.2990
H -2.884922 -0.514092 -3.138309 -0.1 0.1 0.3 -0.5917
H -3.035053 -2.101137 -3.728425 -0.2 -0.5 0.3 0.3506
H -3.171454 -1.774935 -1.927074 0.0 -0.3 -0.1 0.3145
C -4.012637 4.847043 -1.672387 -0.1 0.1 0.2 -0.2481
O -3.131741 5.943959 -1.733076 -0.8 0.2 -0.1 -0.2775
C -3.650920 7.070443 -2.421671 1.5 0.2 -0.7 -0.6974
C -3.311681 7.023226 -3.914866 -0.3 -0.3 -1.1 -0.2714
N -1.892179 7.049299 -4.264280 0.4 0.3 0.1 -0.4895
C -1.046188 6.005473 -3.686124 0.6 1.1 0.5 0.1093
C 0.313600 6.027020 -4.337164 0.9 -0.9 -1.3 -1.1854
O 0.286776 5.452205 -5.649776 -1.3 0.2 -0.9 -0.2878
C 1.505737 5.292134 -6.321965 0.7 0.4 0.4 -0.9133
H -3.408382 4.006694 -1.335477 -0.2 -0.1 0.1 -0.2820
H -4.489217 4.596577 -2.624559 0.3 0.0 -0.2 0.2136
H -4.827975 5.062436 -0.972580 0.0 -0.2 0.2 0.4077
H -3.085829 7.913643 -2.018432 0.0 0.1 0.0 0.3452
H -4.704472 7.318744 -2.276142 -0.2 -0.6 0.2 0.4301
H -3.802726 7.875148 -4.396438 0.2 0.3 0.2 0.4458
H -3.726767 6.183943 -4.494475 -0.6 -0.4 0.8 0.0319
H -1.801147 6.952336 -5.269000 -0.2 0.2 -0.1 0.2899
H -1.524762 5.022933 -3.649420 0.2 -0.1 0.0 -0.0096
H -0.775791 6.349831 -2.684911 -0.4 -0.5 0.3 0.3624
H 1.060725 5.405970 -3.831053 -0.2 0.4 0.8 0.5237
H 0.676322 7.053922 -4.447302 0.0 0.1 0.4 0.5135
H 1.498525 5.601680 -7.369319 -0.7 -0.2 -0.1 0.2821
H 1.821802 4.250025 -6.245975 0.2 0.0 -0.1 0.2732
H 2.289698 5.948656 -5.925638 0.0 -0.2 0.4 0.3910
O 3.649856 3.940755 3.432492 0.2 0.2 0.2 -0.5405
H 3.739397 4.764106 3.921187 -0.1 0.0 -0.1 0.2458
H 4.267558 3.326652 3.867080 -0.1 0.0 -0.1 0.3173
O 1.975670 2.993353 1.532263 0.1 -0.3 0.4 -0.7405
H 1.797275 2.200009 2.092540 0.2 0.6 -0.4 0.4174
H 2.509676 3.585689 2.099095 -0.1 -0.5 -0.1 0.3872
O 0.731196 4.753652 -0.102420 0.1 0.0 -0.1 -0.6230
H 0.309799 4.167511 -0.743486 0.0 0.0 0.1 0.3015
H 1.243341 4.157174 0.483706 -0.4 0.1 -0.3 0.4739
O 4.988101 -0.204424 6.334682 0.1 0.3 0.2 -0.6673
H 5.533271 -0.915047 5.974723 -0.3 -0.1 0.0 0.3576
H 4.180312 -0.643188 6.618391 0.0 0.1 0.0 0.2867
O 5.416655 2.310373 4.770625 0.4 -0.2 0.1 -0.6632
H 6.323855 2.554976 4.982746 -0.1 0.1 0.0 0.2893
H 5.197975 1.605677 5.399685 -0.2 -0.3 0.0 0.2419